{"formula": "C20H25NO4", "method": "wB97M-V/def2-TZVPD", "elements": ["C", "C", "O", "C", "O", "C", "C", "C", "N", "C", "C", "C", "C", "O", "O", "C", "C", "C", "C", "C", "C", "C", "C", "C", "C", "H", "H", "H", "H", "H", "H", "H", "H", "H", "H", "H", "H", "H", "H", "H", "H", "H", "H", "H", "H", "H", "H", "H", "H", "H"], "positions_angstrom": [[-2.643, -3.092, 0.546], [-3.986, -2.520, 0.977], [-3.911, -1.102, 1.150], [-4.186, -0.337, 0.091], [-4.554, -0.768, -0.971], [-4.031, 1.145, 0.407], [-2.888, 1.423, 1.384], [-1.551, 1.087, 0.729], [-1.392, 1.859, -0.486], [-0.026, 1.949, -0.963], [0.779, 0.667, -0.952], [0.235, -0.499, -1.370], [0.907, -1.774, -1.250], [0.431, -2.843, -1.552], [2.169, -1.755, -0.733], [2.786, -0.604, -0.370], [4.104, -0.723, 0.092], [4.755, -2.070, 0.163], [4.792, 0.424, 0.473], [6.200, 0.332, 0.969], [4.159, 1.662, 0.383], [2.865, 1.775, -0.064], [2.136, 0.642, -0.447], [-2.425, 1.574, -1.462], [-3.791, 1.935, -0.880], [-2.707, -4.175, 0.495], [-2.361, -2.719, -0.435], [-1.869, -2.820, 1.260], [-4.755, -2.746, 0.231], [-4.284, -2.912, 1.952], [-4.982, 1.455, 0.859], [-3.010, 0.836, 2.293], [-2.901, 2.483, 1.644], [-0.732, 1.345, 1.406], [-1.507, 0.000, 0.543], [-0.044, 2.353, -1.979], [0.468, 2.685, -0.322], [-0.750, -0.553, -1.801], [5.054, -2.293, 1.187], [5.649, -2.093, -0.458], [4.072, -2.841, -0.178], [6.254, -0.306, 1.850], [6.845, -0.105, 0.208], [6.584, 1.315, 1.227], [4.699, 2.552, 0.671], [2.420, 2.754, -0.129], [-2.234, 2.180, -2.351], [-2.458, 0.518, -1.767], [-4.564, 1.698, -1.612], [-3.823, 3.002, -0.658]], "forces_ev_per_angstrom": [[-0.286, 0.331, 0.087], [-0.037, -0.548, -0.217], [0.117, 0.109, 0.284], [-0.192, 0.278, -0.039], [0.026, -0.107, -0.105], [0.038, 0.116, -0.024], [0.091, -0.189, 0.032], [-0.187, 0.168, 0.290], [0.070, -0.061, -0.083], [0.003, 0.201, 0.078], [-0.306, -0.567, -0.231], [0.119, 0.558, 0.063], [-0.391, -0.482, -0.237], [0.200, 0.333, 0.111], [0.086, -0.181, 0.012], [0.358, 0.789, 0.234], [-0.280, -0.074, -0.112], [-0.078, -0.019, -0.025], [-0.271, 0.089, -0.088], [-0.030, -0.027, -0.015], [0.064, 0.009, 0.025], [-0.127, -0.135, -0.053], [0.365, -0.321, 0.068], [-0.246, 0.191, -0.103], [-0.011, -0.288, -0.146], [0.020, -0.140, -0.013], [0.052, 0.004, -0.094], [0.092, -0.018, 0.057], [0.082, 0.013, 0.205], [-0.006, 0.073, -0.125], [0.046, -0.059, -0.023], [0.003, 0.059, 0.015], [-0.001, 0.012, 0.031], [0.003, -0.092, 0.009], [0.067, 0.068, 0.054], [0.061, 0.052, 0.069], [0.067, -0.073, -0.159], [-0.100, -0.009, 0.045], [0.060, -0.074, 0.055], [0.087, -0.065, -0.019], [0.090, -0.089, 0.022], [0.087, -0.045, 0.071], [0.116, -0.038, -0.008], [0.052, 0.035, 0.023], [0.060, 0.085, 0.030], [-0.054, 0.071, 0.000], [0.000, -0.072, -0.010], [0.031, 0.050, -0.054], [-0.010, 0.053, 0.013], [-0.001, 0.029, 0.002]], "lowdin_charge": [-0.0562, -0.2054, -0.0104, -0.4734, 0.1181, -0.2135, -0.1249, -0.1704, -0.1550, -0.1252, -0.1133, 0.0682, -0.4405, 0.1079, 0.1180, -0.1278, -0.1448, -0.0168, -0.2263, -0.0402, -0.0379, -0.0154, -0.0927, -0.1773, -0.1249, 0.0803, 0.0712, 0.0789, 0.1197, 0.1230, 0.1575, 0.1157, 0.1219, 0.1348, 0.1166, 0.1386, 0.1103, 0.1163, 0.0889, 0.0890, 0.0809, 0.0862, 0.0865, 0.0770, 0.1096, 0.1033, 0.1258, 0.1090, 0.1181, 0.1211], "homo_energy_ev": -8.595, "smiles": "CCOC(=O)C1CCN(Cc2cc(=O)oc3c(C)c(C)ccc23)CC1", "orbital_gap_ev": 8.66, "total_energy_ev": -30826.7952, "relative_energy_kj_mol": 104.3}